[1]
# C6H12N2O5

A structure of composition C6H12N2O5 at a distorted geometry (ωB97M-V/def2-TZVPD, the Open Molecules 2025 dataset).

The geometry in XYZ format:
```
25
Properties=species:S:1:pos:R:3:forces:R:3:mulliken_charge:R:1
O 2.47236 -1.81853 -1.34538 -5.90 0.00 3.98 -0.628
O 1.69319 -1.19703 0.73867 0.58 -0.62 -1.54 -0.397
O -1.30887 -0.19658 2.12031 -0.10 1.82 2.78 -0.655
O 0.73511 3.41101 0.66639 4.16 0.64 1.74 -0.587
O -1.79189 -0.47696 -2.04864 2.53 -4.14 -2.19 -0.534
N -1.55902 1.73846 -0.27893 -0.61 -2.02 2.29 -0.686
N -0.65391 -1.33143 0.48736 1.38 0.40 -4.00 -0.253
C -0.45661 -0.98702 -1.99220 3.39 1.09 -0.71 -0.880
C 0.28168 2.31628 1.40297 -2.63 1.18 1.07 -0.826
C -0.63425 -0.13187 1.13261 -2.00 0.01 -2.29 0.449
C -0.31527 1.24774 0.40569 -0.21 0.64 0.58 0.537
C -0.09734 -1.88011 -0.77525 0.27 1.92 2.03 0.228
C 1.44116 -1.73317 -0.51805 5.66 0.39 -2.95 0.348
H -2.26263 1.84120 0.49492 0.59 -0.50 -0.98 0.294
H -0.26283 2.78478 2.39901 0.38 -1.81 -2.56 0.225
H -0.11001 -1.61753 -2.77302 -1.10 -0.80 -1.49 0.466
H -1.07451 -2.02159 0.98561 -1.56 -1.79 2.05 0.159
H -0.54768 -2.90469 -0.89986 0.97 0.95 0.16 0.469
H 0.64363 -0.26401 -2.24172 -3.71 -0.79 1.22 0.215
H 0.47303 1.13481 -0.36649 -0.43 -0.05 0.46 0.187
H -1.69337 0.28498 -1.56975 -0.53 3.85 2.31 0.496
H -1.42043 2.67491 -0.52822 0.65 1.64 -0.82 0.271
H 1.06836 1.78955 1.76414 2.40 -1.56 1.47 0.465
H 2.64039 -0.93786 0.75200 -0.49 -0.47 -0.30 0.342
H 2.32117 3.61988 1.53901 -3.68 -0.01 -2.32 0.293
```
Positions in Å, forces in eV/Å.

The maximum force comes out at 0.1383 hartree/bohr. The value obtained for the HOMO energy is -9.66 eV. The HOMO-LUMO gap is 0.2634 hartree.

[2]
# C5H7NO

A cluster of 2 separate species, C5H7NO in total at a distorted geometry (ωB97M-V/def2-TZVPD, the Open Molecules 2025 dataset).

The geometry in XYZ format:
```
14
Properties=species:S:1:pos:R:3:forces:R:3:mulliken_charge:R:1
O -3.24787 0.17904 0.32541 0.62 -1.29 2.54 -0.710
N -0.20985 -1.01073 -0.49060 1.49 -0.51 2.66 -0.453
C 1.80407 0.97231 0.19221 -0.60 2.73 -1.81 -0.304
C 2.02600 -0.35356 0.31512 3.60 -2.61 1.66 -0.076
C 1.04367 -1.27119 0.11131 -2.50 0.05 -3.49 -0.336
C 0.49764 1.22895 -0.23384 -2.25 2.48 1.03 -0.149
C -0.58346 0.25919 -0.46006 1.27 0.89 0.60 -0.400
H 0.21810 2.32459 -0.17700 0.07 -1.32 -0.51 0.254
H 1.25602 -2.30499 0.03103 0.44 -0.90 0.50 0.392
H 2.59874 1.84701 0.21469 -1.78 -2.16 0.27 0.268
H 3.06143 -0.79049 0.59215 -1.79 0.89 -0.29 0.226
H -3.85692 -0.46688 -0.01520 -0.64 -0.35 -0.49 0.334
H -2.79311 -0.36793 1.05998 -0.95 1.43 -1.60 0.358
H -1.75982 0.38718 -0.42318 3.02 0.65 -1.08 0.597
```
Positions in Å, forces in eV/Å.

The maximum force comes out at 0.0922 hartree/bohr. The value obtained for the HOMO energy is -9.03 eV. The HOMO-LUMO gap is 0.3604 hartree.

[3]
# C9H29NO7Y2

A structure of composition C9H29NO7Y2 at a distorted geometry (ωB97M-V/def2-TZVPD, the Open Molecules 2025 dataset).

The geometry in XYZ format:
```
48
Properties=species:S:1:pos:R:3:forces:R:3:mulliken_charge:R:1
Y 4.09183 -1.33638 -0.99881 -1.05 -2.91 -0.28 1.800
Y 3.29794 -4.93806 -1.28855 -0.85 1.44 0.94 1.471
O -0.28047 -2.52572 -1.70461 1.25 -0.09 -0.15 -0.669
O 0.93998 -5.19001 -0.58107 1.29 0.04 -0.65 -0.485
O 0.46550 2.04230 -0.12621 -0.12 -0.41 -0.31 -0.402
O 4.92127 -3.34683 -1.45614 -0.62 -0.79 -0.01 -0.742
O 4.31347 -2.17181 1.35573 -0.04 0.71 -1.48 -0.415
O 3.35190 -1.86418 -3.42838 0.49 0.55 1.50 -0.393
O 2.45760 -2.84688 -0.66631 1.69 -0.49 -0.94 -0.484
N -0.68225 1.90049 0.66278 0.52 -0.27 -1.36 0.418
C -2.40648 2.99859 1.88311 -3.14 -0.16 0.55 -1.288
C -3.36542 1.72877 1.82138 2.11 0.39 -1.22 -0.804
C -1.41157 3.15572 0.74244 0.20 0.45 1.01 1.244
C -2.11328 3.46144 -0.63466 0.35 0.73 0.25 -1.577
C -1.31017 0.58900 0.47859 -1.91 1.24 1.69 2.069
C -1.84430 0.34373 -0.95611 0.08 1.75 -0.17 -1.625
C -0.38923 4.30373 1.09875 -0.33 -0.55 -1.17 -1.698
C -0.32311 -0.48336 0.77649 1.11 0.15 0.78 -2.514
C -2.39947 0.54821 1.66399 -0.75 -1.20 -1.43 -1.142
H 1.59504 -2.83528 -1.12498 -0.74 0.79 0.13 0.460
H 4.82195 -2.95606 1.56223 0.47 -0.49 0.15 0.294
H 1.21325 1.93987 0.46706 0.22 0.32 0.44 0.334
H 0.20448 4.53837 0.21527 -0.07 0.06 -0.09 0.413
H -2.66556 0.99812 -1.24832 -0.47 -0.57 0.50 0.235
H -1.90158 0.24972 2.58654 -0.03 0.05 -0.01 0.454
H -2.05641 -0.70234 -1.17712 0.04 0.17 0.10 0.527
H -0.64524 -2.39790 -0.82892 -0.43 0.26 0.34 0.361
H -3.06664 3.86587 1.87268 0.13 0.28 -0.20 0.533
H 4.29804 -1.67371 2.17296 -0.09 0.47 0.73 0.310
H -3.02792 2.89506 -0.81001 0.44 -0.28 -0.05 0.331
H -0.93775 5.21390 1.34129 0.01 -0.21 0.30 0.440
H -2.43575 4.50109 -0.69159 0.10 0.17 0.56 0.462
H 3.33412 -1.39845 -4.26445 0.03 0.62 -0.67 0.297
H -0.80464 -1.44876 0.93218 -0.09 0.00 -0.16 0.443
H -1.08098 0.79506 -1.58995 0.41 -0.75 -0.39 0.381
H 0.16475 -0.22359 1.71596 0.14 -0.22 0.18 0.554
H -4.03058 1.65353 0.96115 0.17 0.75 -0.43 0.366
H -1.99730 3.03666 2.89268 0.67 -0.18 -0.21 0.424
H 5.62845 -3.76602 -1.98407 0.38 0.84 0.23 0.333
H -0.15930 -3.47235 -1.77829 -0.64 -0.42 -0.33 0.264
H 0.29563 -5.83456 -0.87363 -0.53 -0.77 -0.32 0.345
H 2.98195 -2.72479 -3.62515 -0.26 -0.35 -0.18 0.240
H -4.09885 1.61173 2.61918 0.69 0.13 0.57 0.456
H 0.33315 4.01672 1.86289 -0.41 0.01 0.34 0.374
H -1.32606 3.40867 -1.38673 -0.33 -0.50 -0.32 0.387
H 0.62753 -4.91208 0.27995 -0.14 0.27 0.77 0.349
H 0.44166 -0.49549 -0.00010 0.08 -0.38 -0.26 0.420
H -3.01917 -0.25176 1.25889 -0.05 -0.68 0.74 0.449
```
Positions in Å, forces in eV/Å.

The maximum force comes out at 0.0620 hartree/bohr. The value obtained for the HOMO energy is -17.48 eV. The total charge is +4. The HOMO-LUMO gap is 0.0640 hartree.

[4]
# C2H4N2O4

A cluster of 2 separate species, C2H4N2O4 in total at a distorted geometry (ωB97M-V/def2-TZVPD, the Open Molecules 2025 dataset).

The geometry in XYZ format:
```
12
Properties=species:S:1:pos:R:3:forces:R:3:mulliken_charge:R:1
O 0.84630 1.15712 -1.01555 -1.03 -0.51 0.12 -0.616
O 2.54532 -1.57563 0.05768 -0.69 -2.25 -1.12 -0.360
O -0.57698 1.27288 0.73626 0.15 3.32 1.25 -0.564
O 3.27628 0.42422 0.84680 1.11 2.54 0.82 -0.347
N -1.91697 -0.81028 0.18089 1.99 3.99 2.93 -0.336
N -0.11115 0.65308 -0.37531 0.43 -1.64 -1.12 0.633
C -1.06632 -0.45177 -0.78527 1.10 -0.41 -2.90 -0.335
C 2.93138 -0.56410 0.40819 -0.44 -0.26 0.30 0.709
H -2.60241 -1.48061 0.16309 -1.58 -1.47 -0.30 0.145
H -0.30673 2.26463 0.71236 -0.48 -2.28 -0.34 0.364
H -1.15533 -0.88052 -1.80876 0.59 1.11 0.89 0.405
H -1.86339 -0.00902 0.87961 -1.14 -2.14 -0.53 0.303
```
Positions in Å, forces in eV/Å.

The maximum force comes out at 0.1037 hartree/bohr. The value obtained for the HOMO energy (spin up / spin down) is -5.82 / -10.84 eV. Its expectation value of S² is 2.007. As for the multiplicity: 3. The HOMO-LUMO gap (spin up / spin down) is 0.2373 / 0.3936 hartree.

[5]
# C12H17N5O10P2Ru

A structure of composition C12H17N5O10P2Ru at a distorted geometry (ωB97M-V/def2-TZVPD, the Open Molecules 2025 dataset).

The geometry in XYZ format:
```
47
Properties=species:S:1:pos:R:3:forces:R:3:mulliken_charge:R:1
Ru -0.07785 0.19779 0.06602 -0.31 -0.96 0.10 1.242
P 0.33057 2.64789 1.71205 -0.14 0.39 -0.19 1.042
P 0.47431 2.52421 -1.69040 -0.06 0.36 0.19 0.931
O -0.24703 3.37370 -2.63339 -0.07 -0.34 -0.22 -0.747
O 0.12767 0.96332 -1.61402 0.56 0.89 -0.11 -0.669
O -5.77939 -1.09482 -0.07109 0.22 -0.07 0.07 -0.475
O 2.05102 2.49218 -1.80931 -0.02 -0.16 -0.13 -0.509
O -0.57800 3.47744 2.49955 -0.05 -0.28 0.21 -0.767
O 0.14869 1.05619 1.69631 0.63 0.85 0.00 -0.697
O -4.04524 1.15417 -0.11900 -0.08 -0.12 0.02 -0.689
O -1.81336 1.28964 0.04289 -0.36 0.25 -0.06 -0.424
O -5.38313 -3.26556 0.22007 0.04 -0.07 -0.01 -0.497
O 1.87059 2.77612 2.04048 -0.03 -0.22 0.12 -0.513
N -1.21835 3.89855 -0.10543 0.03 -0.07 0.01 -0.105
N 1.80542 -0.56064 0.05897 0.28 -0.13 0.00 0.066
N -1.36529 -2.50548 0.16190 0.13 -0.22 0.02 -0.401
N 5.92769 -0.80555 -0.14756 0.06 -0.02 0.00 -0.418
N -1.39496 -1.15070 0.08479 -0.48 -0.33 0.02 0.240
C 4.60213 -0.76698 -0.07611 0.04 0.00 0.00 1.110
C -4.99299 -2.14527 0.08879 -0.27 0.21 -0.05 0.473
C 2.57776 -0.52342 1.18538 -0.16 0.00 -0.08 -0.475
C -2.95559 0.65460 -0.02242 0.34 0.31 0.02 1.452
C 2.44749 -0.78787 -1.12540 -0.14 0.04 0.10 -0.418
C -3.50233 -1.91652 0.09090 0.10 -0.19 0.01 0.476
C -2.70697 -0.80297 0.04341 -0.40 -0.19 0.00 -1.030
C 3.79662 -0.88950 -1.23435 0.02 -0.07 0.04 -0.728
C 0.19059 3.35153 -0.02853 0.06 0.01 0.01 0.600
C 1.11079 4.59389 -0.04392 -0.06 -0.02 0.01 -1.777
C -2.60082 -2.98928 0.16843 0.11 0.04 0.02 -0.154
C 3.93274 -0.61153 1.16132 0.01 -0.07 -0.03 -0.755
H 6.50048 -0.73313 0.67714 0.00 -0.01 0.01 0.219
H -1.40301 4.46048 0.73357 0.00 0.03 -0.01 0.460
H -0.49375 -3.01597 0.21119 0.03 0.03 -0.01 0.127
H 0.95133 5.16216 -0.96212 -0.01 0.01 0.00 0.530
H 6.40297 -0.93859 -1.02501 0.00 0.00 0.00 0.218
H -1.89015 3.11527 -0.11318 0.00 -0.03 0.00 0.098
H 4.24568 -1.05841 -2.20346 -0.02 -0.02 0.00 0.397
H 1.81792 -0.88216 -1.99893 0.01 0.10 -0.04 0.533
H 2.04904 -0.41442 2.12086 0.02 0.11 0.02 0.570
H 2.39831 3.15294 -2.42804 0.05 -0.02 0.00 0.382
H -1.32535 4.43544 -0.97275 0.00 0.01 0.00 0.460
H 2.15495 4.30714 0.01713 0.01 -0.01 0.00 0.404
H -2.81172 -4.04758 0.22904 0.00 0.00 0.00 0.549
H 2.06546 3.48428 2.67337 0.04 -0.01 0.02 0.382
H 0.87572 5.24082 0.80367 -0.01 0.01 0.00 0.510
H 4.48820 -0.56294 2.08778 -0.01 -0.01 0.00 0.398
H -5.29606 -0.24405 -0.11316 -0.06 0.00 -0.03 0.381
```
Positions in Å, forces in eV/Å.

The maximum force comes out at 0.0207 hartree/bohr. The value obtained for the HOMO energy (spin up / spin down) is -15.40 / -15.40 eV. The total charge is +2. The HOMO-LUMO gap (spin up / spin down) is 0.2309 / 0.2311 hartree.

[6]
# C30H50PW

A structure of composition C30H50PW at a distorted geometry (ωB97M-V/def2-TZVPD, the Open Molecules 2025 dataset).

The geometry in XYZ format:
```
82
Properties=species:S:1:pos:R:3:forces:R:3:mulliken_charge:R:1
W -0.14931 -0.28072 -0.09506 -7.10 -1.29 2.66 0.875
P -1.76508 1.75493 -0.23623 -0.33 0.12 0.08 -0.126
C -3.51355 1.92158 0.36001 -0.20 -0.29 0.02 0.886
C 0.99874 -0.54662 -1.91107 1.92 0.20 -0.29 0.722
C 2.58321 1.76292 0.58629 -0.08 0.29 0.36 -1.504
C -2.54599 -3.87146 -0.22807 -0.03 -1.63 -1.51 -0.908
C -0.86572 3.23530 0.54064 0.32 -0.18 -0.60 2.870
C -1.02730 4.58907 -0.15583 0.04 0.36 0.00 -1.493
C 1.24650 0.78323 -1.41116 1.42 -0.49 -0.44 0.469
C -2.94256 -2.53093 -0.49583 3.73 0.91 1.05 -0.993
C 2.98681 -1.31216 1.16768 -0.09 -0.19 0.46 -1.670
C -1.68932 -2.49839 -2.36784 0.63 -2.30 -0.98 -0.379
C 1.49943 -2.97318 -1.05811 -0.03 -0.41 0.02 -1.032
C 2.03236 -0.74859 0.16051 0.99 0.19 -0.92 0.557
C 0.46701 -2.33609 3.66074 -0.06 -0.83 -0.23 -0.828
C 1.44601 -1.49104 -0.91488 1.50 -0.01 -0.91 0.022
C -1.14763 3.38381 2.04617 -0.01 0.01 0.19 -1.644
C -2.00203 -4.61851 -1.29308 -0.19 0.86 1.53 -0.436
C 1.86532 0.65108 -0.12273 1.55 -0.17 -0.93 1.341
C -2.02336 1.78657 -2.10616 0.47 0.35 -0.02 2.964
C -0.65645 -1.34007 3.79411 -0.46 1.05 -1.06 0.534
C 0.64305 -0.86587 -3.31520 -0.39 -0.11 -0.54 -1.623
C 0.19597 0.20639 2.06944 1.79 1.16 -0.59 -0.116
C -3.14016 0.82124 -2.52731 -0.15 -0.05 0.00 -2.015
C -1.95342 -1.82702 4.36245 -0.40 0.06 0.83 -1.530
C -4.10758 3.32916 0.19951 -0.31 0.15 0.01 -1.552
C -1.68984 -1.81795 -1.09886 -3.14 1.28 0.92 1.052
C -0.67080 -0.10895 3.20364 -0.17 -1.17 0.10 -0.945
C -1.77290 -3.90433 -2.47945 -0.16 1.93 -0.49 -0.924
C 1.32037 2.03484 -2.23118 -0.33 0.27 -0.03 -1.545
C -2.20753 3.15168 -2.77599 0.02 0.09 -0.37 -1.533
C -3.77676 1.39918 1.77262 -0.21 -0.06 0.21 -1.462
H -3.09902 3.68011 -2.41563 0.35 -0.13 -0.20 0.235
H -0.35275 4.00513 2.48892 -0.23 -0.16 -0.19 0.446
H -2.74073 -4.31187 0.75346 -0.63 -0.13 -0.54 0.439
H -1.86330 -5.68145 -1.22941 0.17 -0.23 0.19 0.503
H 0.58571 -3.35100 -1.52705 0.24 -0.04 0.02 0.054
H -3.45592 0.35764 1.89787 0.02 0.21 -0.01 0.180
H 3.06807 -0.70378 2.07396 -0.10 -0.10 -0.14 0.375
H -4.86148 1.44227 1.95428 0.28 -0.07 -0.01 0.536
H 0.86444 -2.44798 2.64029 -0.10 0.28 0.21 -0.045
H -1.14690 2.43239 2.58912 -0.08 0.34 -0.16 0.186
H 1.31599 -2.17510 4.34320 -0.24 0.40 -0.23 0.256
H -2.07897 4.85072 -0.32986 0.41 -0.04 -0.01 0.224
H -2.34156 2.98911 -3.85662 -0.01 0.04 0.26 0.451
H -4.13658 1.26346 -2.38704 0.27 -0.08 -0.08 0.432
H -2.10051 3.89587 2.23733 0.29 -0.18 -0.10 0.365
H -0.59688 5.36707 0.49313 -0.12 -0.19 -0.15 0.485
H 2.76055 1.53749 1.64666 -0.10 0.05 -0.33 0.298
H -1.70560 -4.38457 -3.45231 -0.07 0.12 0.18 0.415
H -4.06151 1.26111 -0.32568 0.14 0.09 0.20 0.535
H 0.69339 1.97258 -3.12485 0.15 0.08 0.12 0.495
H -3.30132 2.01658 2.54348 -0.11 -0.23 -0.19 0.247
H -3.08850 -0.13244 -1.98771 -0.07 0.31 -0.12 0.411
H -0.48166 4.63818 -1.10540 -0.21 -0.01 0.25 0.315
H 1.49484 -0.67712 -3.98720 -0.10 0.01 0.34 0.324
H -3.96225 -2.25347 -0.20982 0.75 1.00 0.69 0.529
H -3.02634 0.59620 -3.59782 -0.04 0.11 0.24 0.413
H -3.98842 3.74815 -0.80562 -0.02 -0.13 0.37 0.133
H 2.03614 2.71447 0.53838 0.23 -0.28 0.01 0.284
H 0.19445 2.94463 0.43274 -0.48 0.10 0.10 -1.900
H 0.35824 -1.91787 -3.42164 0.16 0.36 -0.03 0.627
H 1.60105 -3.45987 -0.08038 -0.06 0.11 -0.21 0.328
H -2.07001 -1.55774 5.41680 -0.14 -0.18 0.05 0.290
H -1.07694 1.36625 -2.47980 -0.41 0.10 0.12 -2.046
H 1.24115 -0.08301 2.29564 -0.72 0.48 -0.01 0.302
H 3.56741 1.94404 0.11759 -0.39 -0.22 0.08 0.413
H -2.80150 -1.40316 3.80377 0.27 -0.11 0.31 0.269
H -0.18994 -0.24425 -3.66995 0.14 -0.20 -0.02 0.219
H 4.00403 -1.35668 0.74629 -0.39 0.05 -0.11 0.345
H 1.02109 2.91679 -1.65242 0.02 -0.12 -0.18 0.219
H 0.15880 1.28912 1.80117 0.55 -0.53 0.79 0.077
H -2.02445 -2.91696 4.28009 0.04 0.18 0.10 0.452
H -5.19049 3.26652 0.38486 0.27 -0.01 -0.01 0.470
H -3.70396 4.04273 0.92961 -0.09 -0.23 -0.23 0.260
H 2.36837 -3.27250 -1.66442 -0.24 0.10 0.11 0.330
H -1.71577 -1.90572 -3.28844 0.67 -0.18 0.38 0.691
H 0.10626 -3.33874 3.92920 -0.01 0.23 -0.07 0.435
H 2.71379 -2.32784 1.46741 0.08 0.18 -0.05 0.380
H -1.34776 0.69233 3.54775 -0.33 -0.94 -0.41 0.514
H 2.35636 2.20298 -2.56469 -0.26 -0.17 0.16 0.407
H -1.33358 3.80272 -2.66047 -0.32 -0.20 -0.03 0.365
```
Positions in Å, forces in eV/Å.

The maximum force comes out at 0.1495 hartree/bohr. The value obtained for the HOMO energy (spin up / spin down) is -9.96 / -10.05 eV. Its expectation value of S² is 2.278. The total charge is +1. As for the multiplicity: 3. The HOMO-LUMO gap (spin up / spin down) is 0.2257 / 0.2208 hartree.